[1]
{
  "formula": "C44H33Br2N6O4P2SZr",
  "method": "the ωB97M-V functional and the def2-TZVPD basis",
  "e_lumo_ev": -9.6,
  "total_charge": 3,
  "relative_energy_kcal_mol": 27.5,
  "homo_lumo_gap_ha": 0.2405,
  "homo_ha": -0.594,
  "max_force_ev_per_a": 1.8,
  "species": ["Zr", "S", "N", "C", "C", "C", "C", "C", "N", "C", "C", "N", "C", "C", "C", "C", "C", "N", "H", "H", "H", "H", "H", "H", "Br", "C", "Br", "H", "H", "O", "C", "C", "C", "C", "C", "C", "C", "O", "N", "O", "O", "H", "H", "H", "H", "N", "P", "C", "C", "C", "C", "C", "C", "C", "C", "C", "C", "C", "C", "P", "C", "C", "C", "C", "C", "C", "C", "C", "C", "C", "C", "C", "H", "H", "H", "H", "H", "H", "H", "H", "H", "H", "H", "H", "H", "H", "H", "H", "H", "H", "H", "H", "H"],
  "positions_angstrom": [[0.11756, -0.05669, 0.29388], [-4.18848, -5.23058, -3.16671], [-4.28442, -3.63212, -3.20886], [-3.20472, -3.16062, -2.61337], [-2.87380, -1.77403, -2.43279], [-3.64583, -0.73085, -2.95885], [-3.25361, 0.56739, -2.72676], [-2.11612, 0.79709, -1.96430], [-1.35845, -0.17349, -1.45074], [-1.71783, -1.45975, -1.70313], [-0.82853, -2.50848, -1.23080], [0.29999, -2.12472, -0.57546], [1.17532, -3.05956, -0.20057], [0.97926, -4.41362, -0.43913], [-0.17963, -4.82392, -1.05923], [-1.11118, -3.86044, -1.46997], [-2.33863, -4.18695, -2.14243], [-2.79229, -5.39974, -2.39887], [-4.52499, -0.96907, -3.54463], [-3.81311, 1.40398, -3.12093], [-1.80592, 1.81546, -1.77368], [2.06779, -2.71888, 0.30463], [1.72987, -5.12550, -0.12681], [-0.38944, -5.87018, -1.24335], [0.27753, 1.86989, 2.63935], [-1.41113, 2.81077, 2.50426], [-2.25425, 2.12262, 0.91633], [-1.21926, 3.87034, 2.38231], [-2.01829, 2.58964, 3.37345], [-1.58716, -0.80115, 1.24280], [-1.80193, -1.49797, 2.27610], [-0.82374, -1.88852, 3.20672], [-1.19570, -2.57756, 4.38279], [-0.24774, -2.86785, 5.31489], [1.09266, -2.49595, 5.13921], [1.48244, -1.85026, 3.98905], [0.54710, -1.54504, 2.99210], [0.93224, -0.93618, 1.89139], [-0.64433, -3.59146, 6.54727], [-1.80720, -3.91956, 6.62933], [0.22681, -3.77027, 7.36712], [-2.84041, -1.77957, 2.47239], [-2.22328, -2.87425, 4.55757], [1.80272, -2.73284, 5.92079], [2.51319, -1.56335, 3.82326], [2.56607, 1.48508, -1.10175], [1.00993, 2.19035, -1.12116], [0.96181, 2.88491, -2.80350], [0.21615, 2.30202, -3.82778], [0.23610, 2.85154, -5.10061], [1.01312, 3.96985, -5.36182], [1.77034, 4.54265, -4.34735], [1.73910, 4.01417, -3.06853], [1.12424, 3.71731, -0.12557], [0.04027, 4.59655, -0.19087], [0.04728, 5.76792, 0.55038], [1.13924, 6.07241, 1.35514], [2.22728, 5.21194, 1.40133], [2.22042, 4.03184, 0.67017], [2.79648, 0.23868, 0.04476], [3.99145, 0.88522, 1.24805], [5.25817, 1.26696, 0.80388], [6.15726, 1.82292, 1.69826], [5.81141, 1.98159, 3.03538], [4.56138, 1.58007, 3.48528], [3.65360, 1.03202, 2.59203], [3.75111, -1.01957, -0.83722], [3.59860, -1.20450, -2.21017], [4.30149, -2.21645, -2.84645], [5.12474, -3.06134, -2.11376], [5.25166, -2.90067, -0.73883], [4.56693, -1.88064, -0.09774], [3.35264, 1.98664, -1.50391], [-0.35836, 1.40491, -3.64949], [-0.35350, 2.40418, -5.88991], [1.03681, 4.39170, -6.35741], [2.37997, 5.41246, -4.55192], [2.30744, 4.49144, -2.27887], [-0.79192, 4.38736, -0.85510], [-0.79021, 6.45108, 0.48438], [1.14799, 6.98924, 1.92953], [3.09255, 5.46230, 2.00111], [3.07888, 3.37266, 0.71955], [5.54094, 1.12496, -0.23311], [7.13630, 2.12856, 1.35381], [6.52196, 2.40962, 3.72963], [4.29798, 1.69176, 4.52893], [2.68740, 0.69711, 2.94503], [2.95450, -0.54307, -2.77809], [4.21483, -2.34380, -3.91739], [5.67848, -3.84480, -2.61398], [5.89480, -3.55892, -0.17016], [4.68387, -1.73481, 0.97034]],
  "lowdin_charge": [1.4719, 1.1425, -0.1863, -0.2998, -0.0500, 0.0786, 0.0166, -0.2038, -0.0525, -0.1376, -0.1329, -0.0165, -0.0782, 0.0242, 0.0770, -0.0521, -0.3000, -0.1862, 0.1450, 0.1368, 0.0568, 0.1016, 0.1339, 0.1441, 0.8322, -0.8422, 0.8000, 0.0163, 0.0342, -0.2518, -0.0756, -0.1047, 0.0924, -0.0991, 0.0818, 0.0401, -0.3114, -0.4029, -0.3432, 0.1194, 0.1281, 0.1654, 0.1473, 0.1436, 0.1263, -0.3644, 0.8977, -0.3500, -0.0984, -0.0513, -0.0328, -0.0365, -0.0762, -0.4293, -0.1364, -0.0583, -0.0405, -0.0467, -0.1122, 0.9145, -0.3729, -0.0805, -0.0358, -0.0320, -0.0466, -0.1301, -0.3896, -0.0907, -0.0494, -0.0384, -0.0449, -0.1011, 0.0950, 0.0782, 0.1184, 0.1247, 0.1239, 0.1136, 0.1023, 0.1228, 0.1229, 0.1207, 0.0884, 0.1193, 0.1243, 0.1246, 0.1200, 0.0282, 0.0985, 0.1193, 0.1229, 0.1214, 0.1141]
}


[2]
{
  "formula": "C44H34BrINNdO7PSi",
  "method": "the ωB97M-V functional and the def2-TZVPD basis",
  "s_squared": 3.75,
  "e_lumo_ev": [1.7, 1.7],
  "total_charge": -1,
  "relative_energy_kcal_mol": 0.0,
  "homo_lumo_gap_ha": [0.2231, 0.2225],
  "homo_ha": [-0.159, -0.159],
  "multiplicity": 4,
  "max_force_ev_per_a": 2.5,
  "species": ["Nd", "O", "C", "C", "C", "N", "C", "C", "C", "O", "O", "C", "O", "O", "H", "H", "H", "I", "C", "C", "C", "C", "C", "C", "C", "C", "C", "P", "C", "C", "C", "C", "C", "C", "C", "C", "C", "C", "C", "C", "C", "H", "H", "H", "H", "H", "H", "H", "H", "H", "H", "H", "H", "H", "H", "H", "H", "Br", "C", "C", "C", "C", "C", "C", "C", "O", "O", "H", "H", "H", "H", "C", "Si", "C", "C", "C", "C", "C", "C", "C", "H", "H", "H", "H", "H", "H", "H", "H", "H", "H", "H"],
  "positions_angstrom": [[-0.63772, 1.43550, -0.04381], [-5.91788, 2.66697, -3.74916], [-4.84677, 2.33033, -3.00045], [-4.55317, 2.97179, -1.80192], [-3.42470, 2.58705, -1.09529], [-2.59921, 1.64252, -1.52878], [-2.91626, 0.97466, -2.63895], [-4.02788, 1.27859, -3.41313], [-2.13064, -0.25236, -2.93952], [-2.41317, -0.98728, -3.85613], [-1.17108, -0.57298, -2.06697], [-3.14114, 3.17277, 0.30927], [-4.07880, 3.72647, 0.86608], [-1.97899, 2.97338, 0.75625], [-6.36894, 3.42074, -3.34783], [-5.17564, 3.75826, -1.40015], [-4.25209, 0.70535, -4.29923], [0.22605, 3.11542, -2.38807], [3.63163, 2.32086, -0.63749], [4.26051, 2.48446, -1.84347], [5.59862, 2.93591, -1.86300], [6.31091, 3.25172, -0.73057], [5.70821, 3.10657, 0.53642], [6.23329, 3.33040, 1.82872], [5.46452, 3.08215, 2.94109], [4.14450, 2.58165, 2.87819], [3.61964, 2.34898, 1.63621], [2.15622, 1.67106, 0.71641], [1.34186, 1.17205, 2.41588], [0.63837, 2.27137, 2.92171], [-0.04853, 2.21112, 4.11792], [-0.02437, 1.03908, 4.85647], [0.68108, -0.05510, 4.38498], [1.34915, 0.00437, 3.17239], [2.65730, 0.02612, 0.07520], [3.52953, -0.87189, 0.68110], [3.87000, -2.05159, 0.03383], [3.35942, -2.34123, -1.21855], [2.52182, -1.43100, -1.85227], [2.18035, -0.26099, -1.20981], [4.39442, 2.62935, 0.50130], [3.76007, 2.28400, -2.77782], [6.08766, 3.03572, -2.82522], [7.33091, 3.61231, -0.79497], [7.25426, 3.67831, 1.93837], [5.89073, 3.26939, 3.92029], [3.60103, 2.39092, 3.79378], [0.67716, 3.20813, 2.35666], [-0.61115, 3.06437, 4.47100], [-0.56771, 0.97697, 5.78891], [0.70323, -0.97085, 4.96401], [1.86583, -0.87289, 2.80329], [3.94570, -0.64972, 1.65357], [4.53069, -2.76324, 0.51277], [3.60261, -3.27355, -1.70910], [2.13145, -1.64847, -2.83621], [1.54508, 0.46841, -1.71330], [-6.23206, -1.18991, 5.91769], [-4.96952, -0.76521, 4.55388], [-3.65451, -1.16707, 4.71090], [-2.75627, -0.91448, 3.69091], [-3.18583, -0.28243, 2.53293], [-4.50118, 0.14434, 2.40704], [-5.40461, -0.09129, 3.42615], [-2.24482, -0.08721, 1.38445], [-1.02419, 0.07979, 1.60800], [-2.71639, -0.14833, 0.23072], [-3.34240, -1.67344, 5.61175], [-1.72264, -1.21483, 3.76680], [-4.80561, 0.65563, 1.50520], [-6.42987, 0.23709, 3.33902], [-2.86428, -2.85335, -1.45666], [-1.07424, -2.26122, -1.75916], [-0.05559, -2.36016, -0.15713], [-0.35773, -3.39961, -3.10053], [0.02416, -4.67397, -2.67770], [0.34483, -5.66668, -3.58367], [0.28789, -5.41010, -4.94417], [-0.05838, -4.14406, -5.38268], [-0.36951, -3.14901, -4.47067], [-2.89131, -3.82386, -0.96969], [-3.40939, -2.93428, -2.39304], [-3.38137, -2.13782, -0.81951], [-0.65569, -2.83179, 0.61509], [0.23596, -1.37818, 0.21872], [0.85286, -2.94140, -0.27628], [0.05837, -4.88626, -1.61911], [0.62746, -6.64866, -3.23085], [0.50980, -6.19230, -5.65677], [-0.10357, -3.93197, -6.44208], [-0.64833, -2.17030, -4.83041]],
  "lowdin_charge": [1.4242, 0.0795, -0.2736, 0.0829, -0.1738, -0.0319, -0.1797, 0.1039, -0.4768, 0.1041, -0.1344, -0.6038, 0.0601, -0.1784, 0.1150, 0.1298, 0.1344, 0.0215, -0.1850, -0.0990, -0.0987, -0.0598, -0.1840, -0.0455, -0.0985, -0.0641, -0.2387, 0.8721, -0.3931, -0.1754, -0.0818, -0.1085, -0.1150, -0.1028, -0.3512, -0.0741, -0.0862, -0.1048, -0.0968, -0.1633, -0.2494, 0.0779, 0.0894, 0.0960, 0.1000, 0.0907, 0.0988, 0.1009, 0.1045, 0.0962, 0.0978, 0.0917, 0.1085, 0.0977, 0.0982, 0.1051, 0.0226, 0.6996, -0.6797, -0.1185, -0.0034, -0.1045, 0.0040, -0.1147, -0.6223, -0.1755, -0.0366, 0.0989, 0.1096, 0.1224, 0.1008, -0.1214, 0.6237, -0.1189, -0.2260, -0.1045, -0.0951, -0.0979, -0.0861, -0.0858, 0.0348, 0.0338, 0.0247, 0.0462, 0.0018, 0.0280, 0.0982, 0.0981, 0.0969, 0.1004, 0.0934]
}


[3]
{
  "formula": "C44H34MoN2O8P3S",
  "method": "the ωB97M-V functional and the def2-TZVPD basis",
  "s_squared": 2.15,
  "e_lumo_ev": [2.0, 1.6],
  "total_charge": -1,
  "relative_energy_kcal_mol": 0.0,
  "homo_lumo_gap_ha": [0.2411, 0.2378],
  "homo_ha": [-0.168, -0.181],
  "multiplicity": 3,
  "max_force_ev_per_a": 0.6,
  "species": ["Mo", "C", "C", "C", "C", "C", "C", "P", "C", "C", "C", "C", "C", "C", "C", "C", "C", "C", "C", "C", "C", "C", "C", "C", "H", "H", "H", "H", "H", "H", "H", "H", "H", "H", "H", "H", "H", "H", "H", "H", "O", "P", "O", "O", "O", "P", "O", "O", "O", "H", "H", "C", "C", "C", "C", "C", "C", "N", "N", "C", "C", "C", "C", "C", "C", "H", "H", "H", "H", "H", "H", "H", "H", "H", "C", "C", "O", "S", "C", "C", "C", "C", "C", "C", "C", "C", "H", "H", "H", "H", "H", "H", "H"],
  "positions_angstrom": [[0.56219, 1.26963, 0.70674], [-1.53161, -4.67662, -0.23798], [-1.13144, -4.10578, 0.96511], [-0.34533, -2.96456, 0.97311], [0.05585, -2.38202, -0.23209], [-0.35255, -2.95479, -1.43271], [-1.14667, -4.09477, -1.43545], [1.19575, -0.95326, -0.18701], [1.92360, -0.95811, -1.86091], [3.12514, -1.58703, -2.17241], [3.64576, -1.50501, -3.45549], [2.97045, -0.79627, -4.43799], [1.77014, -0.16929, -4.13590], [1.25025, -0.24704, -2.85338], [2.49092, -1.50793, 0.95042], [3.00203, -2.77982, 0.98578], [4.05616, -3.08761, 1.86692], [4.57679, -2.11231, 2.67321], [4.06146, -0.79534, 2.66344], [4.60420, 0.23115, 3.47810], [4.08336, 1.48800, 3.41640], [2.98689, 1.77921, 2.56777], [2.38990, 0.82365, 1.78249], [2.97440, -0.48650, 1.81167], [-2.14627, -5.56774, -0.23984], [-1.43400, -4.54101, 1.90765], [-0.04666, -2.52932, 1.91877], [-0.04831, -2.52039, -2.37703], [-1.45890, -4.52579, -2.37819], [3.66586, -2.12668, -1.40654], [4.58778, -1.98721, -3.68317], [3.38591, -0.72104, -5.43458], [1.24581, 0.40088, -4.89129], [0.32420, 0.26306, -2.61710], [2.59504, -3.55086, 0.34186], [4.45431, -4.09365, 1.89855], [5.39760, -2.34147, 3.34309], [5.42526, -0.00344, 4.14615], [4.48715, 2.27607, 4.04011], [2.60579, 2.79425, 2.57461], [-2.44353, 0.41699, 3.17063], [-0.97139, -0.19991, 3.33908], [-1.02699, -1.46340, 4.08056], [-0.28303, -0.23629, 1.97912], [-0.20656, 0.96611, 4.17183], [-0.10920, 2.51616, 3.75323], [-1.62513, 3.04019, 4.02728], [0.86174, 3.22839, 4.58828], [-0.06496, 2.56188, 2.22867], [-2.46209, 1.38344, 3.16098], [-1.67693, 3.41403, 4.91260], [5.67217, 3.20957, -0.86877], [5.27793, 1.88707, -0.73450], [3.93194, 1.55537, -0.69630], [2.96702, 2.54478, -0.79304], [3.35940, 3.87096, -0.94022], [4.70440, 4.20028, -0.97233], [1.56416, 2.25918, -0.72229], [0.94764, 2.87557, -1.76545], [-0.33944, 3.03745, -1.56039], [-1.08979, 3.90902, -2.42312], [-2.26996, 4.41231, -1.99463], [-2.78983, 4.07145, -0.69879], [-2.18420, 3.12460, 0.05290], [-0.99053, 2.45665, -0.40801], [6.72312, 3.46720, -0.88897], [6.01773, 1.10058, -0.65201], [3.64067, 0.52442, -0.58509], [2.59840, 4.63532, -1.01719], [4.99610, 5.23808, -1.07236], [-0.65199, 4.19697, -3.36946], [-2.82187, 5.10319, -2.62056], [-3.68524, 4.55985, -0.33707], [-2.61332, 2.80465, 0.99493], [-8.26033, -1.88450, 0.30667], [-7.65218, -3.12544, -0.28226], [-7.51985, -4.15665, 0.30373], [-7.07493, -2.94869, -2.02754], [-5.58221, -2.06205, -1.62782], [-5.32808, -0.84709, -2.25813], [-4.16745, -0.14934, -1.97619], [-3.26010, -0.64518, -1.03411], [-3.52625, -1.85901, -0.40146], [-4.67075, -2.57164, -0.70891], [-2.10163, 0.11884, -0.70942], [-1.20598, 0.93420, -0.46490], [-8.67480, -2.10132, 1.28739], [-9.01811, -1.48465, -0.36495], [-7.47439, -1.13063, 0.39400], [-6.04522, -0.45067, -2.96409], [-3.96152, 0.79644, -2.45945], [-2.82924, -2.23546, 0.33239], [-4.86167, -3.52253, -0.22743]],
  "lowdin_charge": [1.4570, -0.0995, -0.0753, -0.0916, -0.3169, -0.0797, -0.0896, 1.0822, -0.3534, -0.0822, -0.0805, -0.0878, -0.0707, -0.1059, -0.3027, -0.0942, -0.0803, -0.0338, -0.1657, -0.0471, -0.0651, -0.1155, -0.2302, -0.1986, 0.1008, 0.1109, 0.0895, 0.0990, 0.1017, 0.0958, 0.0997, 0.0978, 0.1041, 0.0898, 0.1109, 0.0966, 0.1071, 0.1028, 0.1032, 0.0885, -0.1238, 0.2218, -0.2686, -0.4606, -0.2426, 0.2154, -0.1424, -0.2652, -0.4037, 0.0315, 0.0807, -0.1069, -0.0758, -0.0369, -0.2588, -0.0300, -0.0934, -0.1789, 0.0625, -0.2993, -0.0378, -0.1031, -0.0957, -0.0631, -0.3050, 0.0920, 0.1015, 0.0763, 0.1078, 0.0951, 0.1014, 0.0904, 0.0923, 0.1111, -0.0599, -0.7115, 0.0447, 0.9463, -0.5519, -0.1029, -0.0135, -0.2031, -0.0036, -0.0733, 0.0647, -0.1811, 0.0835, 0.0772, 0.0894, 0.0995, 0.1191, 0.1053, 0.1116]
}